{
  "formula": "C29H46BrN3NiP2S",
  "method": "the ωB97M-V functional and the def2-TZVPD basis",
  "species": ["N", "C", "C", "C", "C", "C", "C", "Ni", "P", "C", "C", "C", "C", "C", "C", "C", "Br", "H", "H", "H", "H", "H", "H", "H", "H", "H", "H", "P", "C", "C", "H", "H", "H", "H", "H", "C", "C", "H", "H", "H", "H", "H", "C", "C", "H", "H", "H", "H", "H", "C", "C", "H", "H", "H", "H", "H", "C", "C", "H", "H", "H", "H", "H", "C", "C", "H", "H", "H", "H", "H", "C", "N", "C", "C", "N", "C", "S", "H", "H", "H", "H", "H", "H"],
  "xyz": [[3.36585, -5.54725, -2.94853], [2.16169, -5.89894, -2.48547], [1.01032, -5.17240, -2.76740], [1.12404, -3.99325, -3.53300], [2.39639, -3.64511, -4.03125], [3.48069, -4.45875, -3.71463], [-0.00405, -3.11165, -3.69270], [-0.93104, 1.44649, 0.00111], [-1.58387, 2.56143, 2.14159], [0.13872, -1.83316, -4.17308], [-0.67081, -0.74700, -3.71123], [-0.18261, 0.58639, -3.87786], [-0.56487, 1.49550, -2.91322], [-1.18429, 0.93359, -1.78491], [-2.13892, -0.06183, -1.94146], [-1.81659, -1.01839, -2.90805], [-2.19687, 3.15874, -0.69723], [-0.97765, -3.46643, -3.33122], [0.95977, -1.53201, -4.82549], [0.05202, -5.50355, -2.38091], [2.56783, -2.77898, -4.65805], [2.11761, -6.80717, -1.87758], [4.47071, -4.21589, -4.10841], [0.50630, 0.83369, -4.69732], [-2.36754, -1.96201, -3.01499], [-0.38357, 2.57478, -2.99387], [-3.03976, -0.05566, -1.33392], [1.43379, 0.89946, 0.11373], [-3.34943, 2.02061, 2.11985], [-4.41588, 2.92422, 2.69808], [-3.35607, 1.03268, 2.61014], [-3.60982, 1.82925, 1.06656], [-5.37081, 2.38865, 2.63808], [-4.24076, 3.16980, 3.74647], [-4.53094, 3.83996, 2.11403], [-0.94983, 4.31020, 1.86633], [-1.89985, 5.45487, 2.19477], [-0.68975, 4.37494, 0.79249], [-0.00087, 4.38190, 2.43527], [-1.66915, 6.28992, 1.51301], [-2.96254, 5.19474, 2.05737], [-1.71731, 5.80838, 3.21974], [-1.03628, 2.26046, 3.86953], [-1.86806, 3.09601, 4.85781], [0.03940, 2.51613, 3.92324], [-1.12964, 1.17360, 4.04842], [-1.24250, 3.32644, 5.72990], [-2.20485, 4.05572, 4.42780], [-2.74974, 2.53482, 5.20205], [2.43677, 0.31674, 1.54906], [2.33040, 1.11754, 2.84262], [3.47903, 0.34760, 1.17708], [2.17781, -0.73827, 1.73424], [3.17765, 0.84493, 3.48446], [2.37651, 2.19946, 2.68043], [1.41574, 0.87271, 3.39289], [2.34166, 2.45786, -0.24661], [2.12245, 3.03508, -1.63426], [3.40651, 2.22132, -0.08815], [2.03016, 3.17531, 0.52890], [2.65074, 3.99046, -1.71674], [2.49939, 2.36905, -2.41528], [1.06581, 3.23154, -1.82534], [2.03902, -0.22516, -1.22310], [2.19634, -1.69937, -0.88422], [3.00217, 0.19269, -1.54913], [1.33692, -0.11761, -2.05978], [2.60868, -2.22107, -1.75852], [2.87722, -1.88113, -0.03985], [1.22712, -2.16379, -0.65920], [0.84085, -3.45832, 2.11311], [-0.27584, -3.28369, 1.18159], [-0.78712, -4.32220, 0.41677], [-1.80022, -3.83152, -0.32141], [-1.92855, -2.49649, 0.01173], [-0.91440, -2.11320, 0.82994], [-0.64782, -0.48354, 1.33371], [1.80050, -3.41884, 1.57952], [0.81802, -2.68916, 2.88929], [0.76826, -4.44623, 2.58867], [-0.38975, -5.32455, 0.49469], [-2.46486, -4.29611, -1.03882], [-2.60580, -1.82595, -0.35385]],
  "mulliken_charge": [-0.53, -0.60, -0.29, 0.69, -0.49, -0.40, -0.41, -0.26, 0.44, -0.74, 0.60, -0.98, 0.26, 0.37, -1.60, -0.70, -0.34, 0.44, 0.52, 0.56, 0.35, 0.38, 0.38, 0.43, 0.81, 0.88, 1.09, 1.42, -0.19, -1.38, 0.37, 0.14, 0.42, 0.30, 0.28, -0.38, -1.14, 0.28, 0.45, 0.39, 0.14, 0.40, -0.16, -1.41, 0.30, 0.45, 0.35, 0.33, 0.36, -0.73, -1.21, 0.68, 0.00, 0.46, 0.29, 0.22, -1.09, -1.04, 0.53, 0.29, 0.46, 0.27, 0.10, 0.20, -0.85, 0.75, -0.66, 0.17, 0.49, -0.08, -0.86, 0.32, -0.40, -0.73, 0.20, -0.58, -0.17, 0.27, 0.31, 0.40, 0.55, 0.56, 0.29],
  "s_squared": 2.103,
  "relative_energy_kcal_mol": 55.3,
  "mol_weight_g_mol": 669.32,
  "spin_multiplicity": 3,
  "total_charge": 2,
  "homo_energy_ev": [-13.06, -13.54],
  "homo_lumo_gap_ev": [6.351, 5.324]
}


{
  "formula": "C29H46BrN3P2Pd",
  "method": "the ωB97M-V functional and the def2-TZVPD basis",
  "species": ["N", "C", "C", "C", "C", "C", "C", "Pd", "P", "C", "C", "C", "C", "C", "C", "C", "Br", "H", "H", "H", "H", "H", "H", "H", "H", "H", "H", "P", "C", "C", "H", "H", "H", "H", "H", "C", "C", "H", "H", "H", "H", "H", "C", "C", "H", "H", "H", "H", "H", "C", "C", "H", "H", "H", "H", "H", "C", "C", "H", "H", "H", "H", "H", "C", "C", "H", "H", "H", "H", "H", "C", "N", "C", "C", "N", "C", "H", "H", "H", "H", "H", "H"],
  "xyz": [[-5.76684, -1.92023, 4.35302], [-4.90597, -1.01269, 4.81810], [-4.60570, 0.15977, 4.11436], [-5.22296, 0.38540, 2.85853], [-6.16021, -0.57524, 2.40786], [-6.39651, -1.71159, 3.19698], [-4.81266, 1.48347, 2.00870], [0.09809, 1.11156, -1.63135], [4.97487, 0.37267, -2.46115], [-5.13778, 1.58236, 0.68213], [-4.19193, 2.11954, -0.26436], [-4.10985, 1.60055, -1.58116], [-2.85425, 1.52559, -2.19732], [-1.75602, 1.95114, -1.42906], [-1.92552, 2.95300, -0.46679], [-3.16895, 2.99843, 0.16986], [2.71868, 0.21176, -2.31413], [-4.12247, 2.20188, 2.46217], [-6.04810, 1.13046, 0.28553], [-3.88183, 0.86399, 4.51800], [-6.67679, -0.46535, 1.45602], [-4.43320, -1.21333, 5.78226], [-7.11766, -2.46307, 2.86464], [-5.00331, 1.17098, -2.04166], [-3.32576, 3.61726, 1.05122], [-2.71533, 1.09738, -3.19167], [-1.09838, 3.60265, -0.18892], [-0.59090, -1.06385, -1.39914], [5.33272, 2.03649, -1.87838], [5.61854, 3.13106, -2.91293], [6.18317, 1.94904, -1.18340], [4.45794, 2.33215, -1.27923], [5.71090, 4.09277, -2.39034], [6.56206, 2.96290, -3.44800], [4.80812, 3.23342, -3.64620], [5.26062, -0.04887, -4.19860], [6.21587, 0.81084, -5.02587], [4.26388, -0.04676, -4.66816], [5.60778, -1.09540, -4.20333], [6.35457, 0.33433, -6.00422], [5.81436, 1.81397, -5.21036], [7.20696, 0.90579, -4.56414], [5.56276, -0.90875, -1.33225], [7.08296, -1.01249, -1.20821], [5.14547, -1.86536, -1.68221], [5.11664, -0.70484, -0.34687], [7.33262, -1.78519, -0.47353], [7.55868, -1.30167, -2.15143], [7.53730, -0.07880, -0.86013], [0.40582, -2.24869, -0.41143], [1.59682, -2.92101, -1.09278], [-0.32483, -3.01117, -0.09786], [0.72691, -1.71836, 0.49590], [1.71240, -3.93094, -0.67534], [1.47733, -3.02283, -2.17636], [2.53057, -2.38315, -0.89320], [-0.78770, -1.92483, -2.99999], [-1.83706, -1.32427, -3.92517], [-1.04140, -2.96380, -2.73772], [0.20294, -1.91940, -3.47645], [-1.94202, -1.96965, -4.80525], [-2.82102, -1.24936, -3.44740], [-1.54481, -0.32901, -4.27681], [-2.22542, -1.28200, -0.59007], [-2.22178, -1.10644, 0.92512], [-2.55040, -2.29500, -0.87415], [-2.92166, -0.57188, -1.05189], [-3.21688, -1.36129, 1.31625], [-1.48668, -1.75378, 1.42005], [-2.01858, -0.06641, 1.21035], [0.66965, 2.29344, 3.87005], [0.98147, 1.68461, 2.58584], [2.04436, 0.84687, 2.30132], [1.95527, 0.55219, 0.96615], [0.86798, 1.23126, 0.43876], [0.28101, 1.87904, 1.43474], [0.65505, 1.52582, 4.65525], [1.42139, 3.05371, 4.12774], [-0.31514, 2.77166, 3.80288], [2.76518, 0.52411, 3.03580], [2.58178, -0.07416, 0.35284], [-0.59636, 2.50797, 1.41897]],
  "mulliken_charge": [-0.59, -0.37, -0.42, 0.69, -0.36, -0.38, -0.43, -0.99, 0.59, -0.81, 0.58, -0.43, -0.53, 0.11, -0.83, -0.49, 0.08, 0.25, 0.55, 0.38, 0.26, 0.36, 0.37, 0.40, 0.69, 0.62, 1.03, 1.33, -0.32, -1.44, 0.52, 0.34, 0.42, 0.36, 0.34, -0.59, -1.39, 0.49, 0.48, 0.40, 0.34, 0.37, -0.39, -1.31, 0.43, 0.26, 0.41, 0.35, 0.36, -0.78, -1.10, 0.59, 0.43, 0.43, 0.26, 0.09, -0.61, -1.44, 0.51, 0.36, 0.44, 0.32, 0.32, -0.34, -0.92, 0.68, -0.10, 0.29, 0.34, 0.11, -0.86, 0.19, -0.93, -1.06, 0.60, -0.38, 0.35, 0.34, 0.28, 0.47, 0.81, 0.21],
  "s_squared": 2.012,
  "relative_energy_kcal_mol": 0.4,
  "mol_weight_g_mol": 684.98,
  "spin_multiplicity": 3,
  "total_charge": 2,
  "homo_energy_ev": [-11.77, -11.67],
  "homo_lumo_gap_ev": [5.369, 4.993]
}